126
Properties=species:S:1:pos:R:3:forces:R:3 method="wB97M-V/def2-TZVPD" homo_energy_ev=-11.8 lumo_energy_ha=-0.086 homo_lumo_gap_ev=9.4832 spin_multiplicity=1 total_charge=+1
O 3.330 3.204 0.631 1.76 -3.64 2.40
O 5.651 -1.697 -4.856 0.31 3.13 -1.68
O 1.433 -0.828 5.046 1.38 -0.75 -0.99
O -1.705 3.242 1.465 -0.24 -0.87 0.19
O -4.785 -3.832 5.358 0.39 1.01 -2.65
N -6.768 -2.421 -3.252 -2.73 -1.23 0.18
N -3.643 1.836 4.659 -0.82 0.47 -1.45
N 4.042 -0.744 0.587 -2.17 0.12 -5.07
N -0.743 -3.954 3.037 2.00 0.47 0.66
N -2.851 -3.508 -1.544 5.53 -2.00 -0.58
N -0.300 -1.996 -3.653 0.61 0.07 -3.63
N 0.091 -0.273 0.389 -0.15 0.97 -0.52
N 1.475 4.917 -4.628 -6.97 2.04 0.24
N -5.923 0.163 0.042 -4.78 -3.45 1.08
N 6.879 2.410 -4.007 -1.29 -0.41 4.51
C 6.161 2.201 -1.380 1.83 -1.14 -0.63
C -2.276 4.155 0.513 4.78 -6.04 -3.65
C 1.935 -3.519 3.380 0.22 0.48 -0.83
C -1.301 -0.065 -0.099 -1.85 -4.51 1.07
C -6.893 -0.529 0.232 4.13 3.43 -0.55
C -0.017 0.049 1.854 -2.42 1.87 -0.22
C 0.382 -3.753 3.273 1.03 -0.20 -1.26
C 0.183 -2.468 6.537 -0.75 2.12 -3.42
C -4.327 -1.311 -3.374 -1.55 -0.07 -1.47
C -5.184 2.741 2.633 2.25 -1.30 -0.09
C -4.672 -2.148 3.625 7.54 0.85 -0.19
C -2.317 -0.396 1.044 -0.24 -4.58 0.47
C 1.026 0.496 -1.881 0.28 0.03 -0.20
C -8.039 -1.440 0.369 -0.03 -0.48 2.36
C 0.382 -1.015 5.901 -2.43 -3.72 0.23
C 6.593 2.314 -2.855 1.37 0.43 -2.27
C 2.520 4.579 -4.668 9.79 -2.32 0.10
C -1.242 4.258 -0.649 0.65 3.02 2.46
C 1.022 0.727 -0.369 -1.98 0.19 -1.41
C -1.412 -0.448 2.324 -1.04 0.87 2.57
C -0.020 -2.081 -6.354 -3.57 0.42 1.31
C 1.708 1.729 -2.540 4.38 -6.24 -2.77
C -0.168 -2.002 -4.826 -1.43 -0.19 1.50
C 4.952 -0.742 3.071 -2.83 6.21 -2.47
C -1.752 -3.970 -1.700 -2.77 -0.60 -0.07
C 0.504 -1.694 0.276 0.73 -1.52 1.60
C -4.295 2.217 3.776 -0.61 0.49 0.12
C 4.440 -0.799 1.621 3.64 0.11 6.71
C -0.341 -4.789 -1.918 -3.74 -0.54 5.85
C -4.563 -3.606 3.891 2.88 0.55 1.27
C 3.255 -1.368 -4.393 0.05 3.15 -2.29
C 3.420 4.897 -0.837 0.56 3.56 3.63
C 2.766 4.444 0.437 7.89 1.65 0.39
C -5.728 -1.995 -3.190 5.18 2.71 -0.27
C 3.996 4.145 -4.659 0.55 -1.51 -1.43
C 4.617 -0.651 -4.670 -2.29 -3.01 -4.95
H 4.074 3.035 -4.477 -0.50 1.01 -0.11
H -0.839 3.457 -1.105 0.31 -4.09 -0.90
H -0.876 -1.758 -7.079 0.84 -0.42 2.18
H 4.497 -0.087 -5.650 0.16 -0.76 0.71
H 0.667 -2.190 -0.641 0.26 0.93 -1.96
H 6.223 -1.241 -5.590 -1.24 -1.70 2.18
H -4.646 3.591 2.141 -0.38 -0.97 0.26
H 1.012 -2.563 7.142 1.67 -1.21 1.34
H -1.535 4.795 -1.468 -1.66 1.70 -2.09
H 4.560 4.233 -5.657 -1.50 0.19 1.08
H 1.432 -1.768 0.836 0.17 0.03 -0.12
H -2.457 4.927 1.029 -1.41 6.62 3.02
H 4.771 4.544 -3.975 -1.34 0.54 0.17
H 2.799 5.793 -1.021 1.56 0.70 -0.43
H -5.474 -1.909 4.053 -6.90 2.19 3.62
H -3.974 -1.679 -4.413 -0.21 0.46 1.96
H -0.489 -0.726 5.411 -1.88 0.13 -1.19
H 0.067 -4.489 -2.757 1.95 1.64 -4.17
H 0.821 1.806 -0.263 -2.06 -0.36 0.42
H -5.323 1.854 1.949 0.17 1.17 0.38
H 2.888 5.146 1.260 0.46 0.14 0.15
H -0.002 -3.167 5.726 0.77 -0.48 0.10
H -1.782 0.286 3.164 0.69 -1.14 -1.66
H 2.967 -1.785 -5.317 0.01 -1.11 -1.23
H -4.277 -4.617 5.413 0.58 -1.38 1.07
H -1.502 0.855 -0.353 -0.08 5.50 -0.90
H -1.262 3.771 2.122 0.19 0.11 0.39
H -0.244 4.754 -0.513 -0.93 0.23 1.25
H 0.812 -0.130 2.442 1.91 -1.80 0.88
H -3.156 3.723 0.173 -1.66 -0.78 -0.76
H 0.022 1.148 1.937 -0.74 -0.11 -0.58
H -6.145 3.097 2.928 -0.54 0.06 0.71
H -0.148 -2.492 0.699 -0.47 1.50 0.56
H 0.335 -0.443 6.729 0.87 2.57 2.78
H 1.911 0.898 0.101 3.20 -1.49 1.20
H 2.587 -4.470 3.033 -1.94 2.09 0.92
H 2.094 -3.280 4.498 0.16 -0.21 -2.04
H 6.819 2.668 -0.561 -0.39 -0.65 -1.82
H -4.428 -0.193 -3.456 -0.45 -1.11 0.01
H -5.330 -4.025 3.387 -2.73 -1.74 -1.51
H 0.222 -4.412 -1.032 -0.01 -0.41 -0.82
H -0.744 -2.511 7.052 -0.70 0.39 0.95
H -3.331 0.078 1.018 1.42 0.48 0.13
H 0.156 -3.086 -6.599 0.89 -1.21 -0.38
H 1.875 4.212 0.385 -9.46 -0.90 -1.25
H 1.959 1.665 -3.654 -1.05 -0.70 1.05
H -9.036 -1.038 0.606 0.65 0.79 -0.24
H -2.695 -1.567 1.028 1.02 2.72 -0.72
H -1.521 -0.575 -1.032 0.42 -0.87 0.16
H 1.040 2.382 -2.483 -4.98 6.60 0.66
H -1.485 -1.474 2.873 0.62 1.70 -1.37
H 5.182 -1.622 3.423 1.09 -4.74 1.77
H 1.873 -0.066 5.368 1.00 1.04 0.22
H 5.274 2.789 -1.371 -1.20 -0.24 0.45
H -3.633 -4.109 3.455 -0.81 0.73 1.16
H -7.902 -2.166 1.265 0.29 0.87 -1.87
H -8.120 -1.883 -0.588 -0.11 -1.17 -0.82
H 3.116 2.760 1.495 0.19 1.00 -1.19
H 2.702 1.976 -2.259 0.59 0.35 1.51
H 3.987 -0.341 3.532 1.41 -0.67 0.16
H -3.896 -1.433 4.217 -1.26 -1.89 -1.47
H 0.704 -1.389 -6.536 2.63 1.35 -0.98
H 4.556 4.855 -0.775 -1.54 1.10 0.19
H 6.081 1.072 -1.164 -0.42 1.93 -0.21
H -3.623 -1.463 -2.553 -0.33 -0.66 -0.36
H -0.331 -5.934 -1.843 -0.90 1.81 -0.08
H 2.299 -0.856 -4.162 1.16 0.47 0.67
H 1.566 -0.410 -2.169 -0.48 -0.09 0.16
H -4.782 -1.763 2.644 0.37 -0.26 -1.37
H -0.069 0.468 -2.190 1.60 -0.18 -0.04
H 3.187 4.340 -1.603 -1.44 -3.60 -3.93
H 3.514 -2.095 -3.762 0.30 -3.08 2.83
H 4.817 0.104 -4.071 1.61 2.94 3.76
H 5.779 0.011 3.319 -1.19 -1.05 -1.02
H 2.307 -2.568 2.623 -1.36 -2.71 2.47

137
Properties=species:S:1:pos:R:3:forces:R:3 method="wB97M-V/def2-TZVPD" homo_energy_ev=-12.2 lumo_energy_ha=-0.247 homo_lumo_gap_ev=5.4794 spin_multiplicity=1 total_charge=+3
S 8.482 -4.304 2.459 6.47 -2.70 1.42
S 1.542 0.419 0.245 -2.12 2.07 -1.27
S 3.003 -1.138 1.123 9.59 -4.01 8.42
S 6.619 -3.738 1.122 -9.01 0.91 0.36
F 1.270 0.994 -1.299 0.00 -0.93 1.30
F 6.307 -3.590 -0.491 -1.10 0.62 -0.09
F 3.703 -2.538 0.823 -0.95 -0.12 -0.53
F 9.718 -3.261 2.427 -1.02 0.12 -0.18
O 4.185 -0.333 1.388 -2.14 -0.12 -0.83
O 6.321 -2.426 1.734 0.02 -2.31 -1.61
O 2.227 -1.454 2.306 -1.16 0.68 -1.49
O 0.207 0.159 0.805 1.82 0.05 -1.49
O 9.242 -5.550 2.595 -2.00 1.58 -1.05
O 5.810 -4.927 1.506 0.67 2.86 -0.60
O 7.755 -3.932 3.637 -0.76 0.41 -1.50
O 2.265 1.523 0.849 -0.94 -1.60 -1.03
N -1.773 -3.136 3.842 -1.98 -0.95 1.74
N -0.258 -2.562 -2.640 1.74 0.28 1.41
N 2.401 -0.984 -0.223 -4.99 4.09 -3.21
N 8.000 -4.056 0.849 6.53 -1.33 2.90
N 1.814 -3.328 -2.722 -0.35 1.35 2.69
N -3.367 -3.794 5.295 2.49 1.21 -0.70
N -5.231 1.006 -3.204 0.28 -0.89 -1.44
N 4.515 0.283 -3.161 0.68 0.56 0.15
N -0.672 3.736 3.547 -1.01 0.71 -2.83
C -0.086 3.574 5.880 -0.60 -1.29 -0.44
C -5.499 -0.231 -2.243 0.13 1.27 -1.69
C 5.575 0.819 -4.231 -1.43 -0.47 -0.23
C -1.171 5.984 2.128 0.15 -1.08 1.05
C -0.562 7.263 1.669 1.10 1.64 0.00
C -2.991 1.736 -2.096 0.23 0.83 -0.91
C 0.173 -2.567 -3.934 -0.40 0.28 -0.36
C -0.685 -2.412 3.175 0.06 0.89 0.34
C -6.853 -0.548 -4.342 0.49 0.63 0.12
C -4.232 -3.871 6.462 -0.41 1.48 0.95
C 3.099 -0.135 -3.729 1.28 2.15 -0.38
C 0.900 0.600 -4.950 1.44 0.01 0.21
C -1.949 3.972 4.396 0.49 -0.23 0.96
C 0.415 3.152 4.483 -1.17 0.89 -0.32
C -5.985 2.294 -2.756 1.96 -1.31 1.18
C 5.098 -0.906 -2.434 0.60 -1.47 0.49
C -1.864 -2.266 -0.675 1.32 -0.59 -0.15
C 1.460 -3.039 -3.975 -1.48 0.35 -1.91
C -1.585 -2.067 -2.187 -0.68 0.52 1.58
C -3.342 -4.724 4.315 1.08 1.18 -1.82
C -5.760 0.480 -4.663 0.96 0.06 1.64
C -2.419 -4.259 3.367 0.19 -1.58 0.73
C 0.849 -2.920 -1.880 -2.15 -0.83 -1.02
C -0.153 5.125 2.923 0.07 -0.92 -0.06
C 5.844 1.011 -1.284 0.04 1.25 0.96
C 4.503 1.278 -2.008 0.90 1.34 -0.50
C 2.309 1.059 -4.424 0.11 -1.64 0.56
C -0.967 2.806 2.292 0.70 0.21 1.59
C -6.785 -0.790 -2.833 -0.26 -0.84 1.79
C 6.281 -0.404 -1.593 -0.33 -0.09 -0.76
C 3.069 -3.874 -2.210 0.08 -1.02 -0.29
C -1.478 2.058 -2.257 -0.15 0.23 0.05
C -3.675 1.239 -3.406 -1.26 0.35 1.38
C -2.344 -2.886 5.055 -1.58 -0.30 -0.73
C -1.621 3.311 5.747 1.56 1.35 -0.46
C -5.410 -2.854 6.446 -0.02 -0.03 -0.31
H -2.418 -2.485 -2.754 0.55 -0.42 -0.38
H 0.271 2.874 6.635 0.47 0.37 0.04
H -6.638 -1.469 -4.885 -0.31 0.12 -0.07
H -1.140 -1.678 -0.111 0.10 0.09 0.04
H -1.322 1.851 2.679 -0.17 0.14 0.05
H -1.958 -4.835 2.578 -0.33 0.19 -0.23
H 6.643 1.712 -1.528 -0.25 0.19 -0.74
H -6.045 1.280 -5.346 -0.18 0.38 0.64
H 4.519 2.298 -2.393 -0.03 -0.04 -0.44
H -5.638 2.355 -1.725 -0.28 0.42 0.14
H -1.333 8.032 1.637 0.14 0.04 -0.18
H -6.790 -1.846 -2.565 -0.09 -0.18 -0.35
H 1.349 3.562 4.100 0.10 -0.27 0.38
H -5.179 -1.812 6.666 0.83 -0.11 0.19
H 0.002 7.305 0.737 -0.41 -0.61 -0.31
H -7.613 -0.421 -2.228 -0.30 0.39 -0.56
H 5.162 1.686 -4.748 -0.39 -0.17 0.17
H -2.122 3.790 6.588 -0.36 -0.40 -0.16
H 0.356 2.073 4.340 0.27 0.04 0.14
H 1.027 -0.365 -5.439 -0.03 0.13 -0.35
H -3.958 -5.610 4.353 0.10 0.10 -0.19
H -4.699 -0.967 -2.318 0.35 0.33 -0.60
H -3.461 2.690 -1.861 -0.01 0.08 0.14
H 3.400 -0.953 -4.383 -0.62 -0.04 -0.11
H -5.888 -2.767 5.470 -0.23 -0.59 0.00
H 0.706 4.873 2.301 -0.18 -0.48 -0.30
H 0.814 -3.024 -0.805 0.35 -0.03 -0.19
H 0.143 0.436 -4.183 0.08 0.38 0.09
H 3.080 -3.776 -1.124 0.31 0.22 -0.17
H -1.057 -1.615 2.532 -0.37 -0.33 -0.27
H 4.347 -1.357 -1.785 -0.30 0.45 -0.04
H -1.591 5.477 1.260 -0.12 -0.35 0.26
H -3.192 1.106 -1.230 0.05 -0.42 -0.21
H -1.702 -3.307 -0.398 -0.33 -0.10 0.10
H -0.788 1.246 -2.485 -0.49 -0.24 -0.20
H -6.137 -3.103 7.218 -0.05 -0.35 -0.23
H -1.763 2.232 5.674 -0.35 0.06 0.28
H -2.073 5.054 4.458 0.04 -0.18 0.26
H -4.835 0.088 -5.084 -0.30 -0.48 -0.03
H -1.691 -0.983 -2.239 0.66 0.18 -0.86
H -3.679 1.941 -4.240 0.56 0.22 0.23
H 2.535 -0.428 -2.843 0.20 -0.36 -0.09
H -0.498 -2.101 -4.641 0.38 -0.49 -0.47
H -1.685 3.241 1.596 0.04 0.26 0.46
H 3.588 1.274 -1.416 0.29 -0.93 0.00
H 5.736 1.275 -0.232 -0.34 -0.74 0.21
H -0.033 2.591 1.774 0.09 0.29 0.18
H -5.546 3.150 -3.267 -0.52 -0.17 -0.38
H -5.463 0.084 -1.200 -0.58 0.29 -0.17
H -3.600 -3.603 7.309 -0.07 -0.43 0.17
H -1.959 6.274 2.823 -0.29 -0.26 -0.20
H -7.072 2.220 -2.705 0.20 -0.26 -0.73
H 7.139 -0.449 -2.263 0.25 0.29 0.27
H -2.235 -1.980 5.632 0.30 -0.19 0.07
H -0.133 -1.849 3.928 0.35 -0.53 0.03
H -3.232 0.300 -3.740 -0.33 -0.10 -0.02
H 5.758 0.033 -4.964 -0.20 -0.12 0.16
H 2.225 1.830 -3.658 -0.09 0.19 -0.20
H 6.545 1.156 -3.867 -0.39 -0.41 0.90
H 5.402 -1.698 -3.119 -0.02 0.23 -0.38
H 3.931 -3.435 -2.712 -0.18 0.08 0.28
H -0.040 -3.079 2.604 -0.06 0.01 0.37
H -2.841 -1.925 -0.331 -0.12 -0.14 -0.52
H 2.829 1.446 -5.300 0.26 -0.01 0.24
H 6.543 -0.972 -0.701 -0.49 -0.32 -0.14
H -1.038 2.490 -1.358 -0.40 -0.06 0.31
H -1.342 2.848 -2.996 -0.06 -0.16 -0.29
H 0.348 5.657 3.732 -0.68 0.23 0.35
H -7.818 -0.128 -4.624 0.01 -0.38 -0.06
H 0.626 1.356 -5.686 -0.53 -0.23 0.12
H 2.070 -3.180 -4.855 0.12 -0.15 0.27
H -4.554 -4.908 6.547 -0.07 0.21 0.04
H 3.027 -4.936 -2.453 0.33 -0.06 0.11
H 0.203 7.622 2.358 -0.18 0.11 0.46
H -2.898 3.549 4.066 0.44 -0.06 -1.03
H 0.127 4.608 6.154 0.12 -0.12 -0.09